1.
103
Properties=species:S:1:pos:R:3:forces:R:3:lowdin_charge:R:1 method="wB97M-V/def2-TZVPD" e_tot_ev=-91097.396 charge=+1 e_above_lowest_kcal_mol=0.00 lumo_energy_ev=-2.5 gap_ev=8.0
Bi 1.35498 0.71044 0.66526 -0.1 0.2 0.2 1.8029
O 4.96621 -1.68515 0.07351 0.0 -0.1 -0.1 0.0683
C 4.00081 -1.11882 0.55839 0.1 0.1 0.1 -0.5050
N 3.41317 -0.00555 0.06353 -0.1 -0.1 -0.1 -0.1741
C 4.06428 0.57454 -1.08905 0.0 0.1 0.1 -0.1798
C 3.63979 2.01008 -1.25331 0.0 0.0 0.0 -0.2481
C 4.33737 2.87045 -2.09003 0.0 0.0 0.0 0.0034
C 3.95883 4.19759 -2.16319 0.0 0.0 0.0 -0.0240
C 2.89340 4.64297 -1.39233 0.0 0.0 0.0 -0.0337
C 2.22714 3.73119 -0.60320 0.0 0.0 0.0 -0.1236
N 2.58961 2.43946 -0.54321 0.1 -0.1 0.0 -0.0325
C 3.44245 -1.59436 1.88314 0.0 0.0 0.0 -0.1988
C 4.08918 -2.59887 2.58373 0.0 0.0 0.0 0.0234
C 3.60637 -2.94770 3.83525 0.0 0.0 0.0 -0.0248
C 2.48938 -2.29669 4.33828 0.0 0.0 0.0 -0.0430
C 1.88597 -1.32759 3.55787 0.0 0.0 0.0 -0.1522
N 2.35881 -0.97928 2.36028 0.0 0.0 0.0 -0.0425
H 5.15043 0.53831 -0.96663 0.0 0.0 0.0 0.1355
H 3.85763 0.02387 -2.01330 0.0 0.0 0.0 0.1226
H 5.17799 2.49417 -2.65739 0.0 0.0 0.0 0.1275
H 4.49591 4.88283 -2.80555 0.0 0.0 0.0 0.1208
H 2.56948 5.67304 -1.41163 0.0 0.0 0.0 0.1172
H 1.37645 4.01010 0.00253 0.0 0.0 0.0 0.1007
H 4.95461 -3.06711 2.13734 0.0 0.0 0.0 0.1259
H 4.09457 -3.72102 4.41342 0.0 0.0 0.0 0.1200
H 2.07300 -2.54802 5.30360 0.0 0.0 0.0 0.1160
H 0.98581 -0.82164 3.89152 0.0 0.0 0.0 0.1128
N 2.50576 1.96189 2.44092 0.0 -0.1 0.0 -0.0566
C 1.54867 2.72003 3.26513 0.0 0.0 0.0 -0.1321
C 0.33694 3.18939 2.44434 0.1 0.1 0.0 -0.6732
O -0.36683 4.06315 2.89523 -0.1 0.0 0.0 0.0754
O 0.16811 2.57993 1.31038 0.0 -0.1 -0.1 -0.3219
H 3.07146 1.32792 2.99451 0.0 0.0 0.0 0.0887
H 3.14062 2.58460 1.95090 0.0 0.0 0.0 0.0939
H 2.00334 3.58484 3.74547 0.0 0.0 0.0 0.1290
H 1.17021 2.06715 4.05381 0.0 0.0 0.0 0.1260
O -1.43141 -1.02122 -1.11573 0.0 -0.2 0.1 -0.0945
C -1.68151 -2.38740 -1.08606 0.0 0.0 0.1 -0.2907
C -2.04454 -3.04966 -2.24381 0.0 0.0 0.1 0.0042
C -2.27806 -4.41531 -2.18204 0.0 0.0 0.0 -0.0552
C -2.15024 -5.08857 -0.97330 0.0 0.0 0.0 -0.0663
C -1.77462 -4.40643 0.17544 0.0 0.0 0.0 -0.0696
C -1.52286 -3.03640 0.13663 0.0 0.1 -0.2 -0.2804
P -0.95588 -1.97140 1.51172 0.1 0.0 0.1 1.0869
C -0.73244 -3.15998 2.88123 0.0 0.0 0.0 -0.3914
C -1.35238 -2.99145 4.11755 0.0 0.0 0.0 -0.0839
C -1.05086 -3.83905 5.17759 0.0 0.0 0.0 -0.0722
C -0.13676 -4.86855 5.01075 0.0 0.0 0.0 -0.0830
C 0.49126 -5.04041 3.78333 0.0 0.0 0.0 -0.0852
C 0.20986 -4.18137 2.73409 0.0 0.0 0.0 -0.1322
C -2.48306 -1.07709 1.94163 -0.1 0.0 0.0 -0.3934
C -3.72151 -1.71072 2.05560 0.0 0.0 0.0 -0.0980
C -4.85507 -0.97688 2.36032 0.0 0.0 0.0 -0.0702
C -4.76831 0.40008 2.54341 0.0 0.0 0.0 -0.0680
C -3.54540 1.04143 2.42680 0.0 0.0 0.0 -0.0555
C -2.40851 0.29907 2.12952 0.0 0.0 -0.1 -0.0972
C -2.48561 -0.16599 -1.33853 0.0 0.1 0.0 -0.2796
C -3.81102 -0.52127 -1.16040 0.0 0.0 0.0 -0.0027
C -4.79187 0.43267 -1.38934 0.0 0.0 0.0 -0.0532
C -4.45112 1.71185 -1.80410 0.0 0.0 0.0 -0.0678
C -3.11702 2.04796 -1.98390 0.0 0.0 0.0 -0.0630
C -2.11384 1.11480 -1.74261 0.0 0.0 0.0 -0.2696
P -0.32048 1.38305 -1.92324 0.0 0.1 0.0 1.0572
C -0.20850 3.09347 -2.52498 0.0 0.0 0.1 -0.3742
C -0.67096 4.11013 -1.68288 0.0 0.0 0.0 -0.1348
C -0.55888 5.43794 -2.06178 0.0 0.0 0.0 -0.0702
C 0.04075 5.76814 -3.27149 0.0 0.0 0.0 -0.0794
C 0.52787 4.76556 -4.09679 0.0 0.0 0.0 -0.0734
C 0.40239 3.43195 -3.72799 0.0 0.0 0.0 -0.0780
C 0.08656 0.32901 -3.34765 -0.1 0.0 0.0 -0.3776
C 1.15422 -0.55536 -3.24604 0.0 0.0 0.0 -0.1014
C 1.46644 -1.41261 -4.29206 0.0 0.0 0.0 -0.0669
C 0.69925 -1.39313 -5.44748 0.0 0.0 0.0 -0.0699
C -0.38066 -0.52390 -5.55285 0.0 0.0 0.0 -0.0662
C -0.68920 0.33034 -4.50592 0.0 0.0 0.0 -0.0847
H -2.14619 -2.49265 -3.16630 0.0 0.0 0.0 0.1290
H -2.56393 -4.95103 -3.07720 0.0 0.0 0.0 0.1111
H -2.34515 -6.15132 -0.92244 0.0 0.0 0.0 0.1090
H -1.67992 -4.94572 1.10777 0.0 0.0 0.0 0.1022
H -2.07699 -2.19841 4.25452 0.0 0.0 0.0 0.1022
H -1.54364 -3.70001 6.13100 0.0 0.0 0.0 0.1083
H 0.08559 -5.53641 5.83270 0.0 0.0 0.0 0.1073
H 1.20837 -5.84014 3.64762 0.0 0.0 0.0 0.1101
H 0.72475 -4.30738 1.78684 0.0 0.0 0.0 0.1132
H -3.79554 -2.78224 1.90045 0.0 0.0 0.0 0.1162
H -5.81145 -1.47562 2.45223 0.0 0.0 0.0 0.1091
H -5.65893 0.97035 2.77320 0.0 0.0 0.0 0.1087
H -3.46496 2.11295 2.55651 0.0 0.0 0.0 0.1135
H -1.46277 0.81560 2.01476 0.0 0.0 0.0 0.0592
H -4.07073 -1.52122 -0.84212 0.0 0.0 0.0 0.1234
H -5.83081 0.16795 -1.24409 0.0 0.0 0.0 0.1134
H -5.22101 2.44675 -1.99377 0.0 0.0 0.0 0.1081
H -2.85992 3.04217 -2.32260 0.0 0.0 0.0 0.1006
H -1.11053 3.86050 -0.72227 0.0 0.0 0.0 0.1095
H -0.93693 6.21380 -1.40888 0.0 0.0 0.0 0.1140
H 0.12618 6.80496 -3.56939 0.0 0.0 0.0 0.1088
H 0.99773 5.01834 -5.03864 0.0 0.0 0.0 0.1091
H 0.77764 2.65793 -4.38452 0.0 0.0 0.0 0.1027
H 1.73434 -0.59772 -2.33068 0.0 0.0 0.0 0.0717
H 2.29597 -2.10150 -4.19993 0.0 0.0 0.0 0.1098
H 0.93413 -2.06327 -6.26395 0.0 0.0 0.0 0.1089
H -0.98452 -0.51555 -6.45087 0.0 0.0 0.0 0.1098
H -1.53871 0.99943 -4.58409 0.0 0.0 0.0 0.1179

=====

2.
111
Properties=species:S:1:pos:R:3:forces:R:3:lowdin_charge:R:1 method="wB97M-V/def2-TZVPD" e_tot_ev=-212775.346 charge=0 e_above_lowest_kcal_mol=6.30 lumo_energy_ev=0.1 gap_ev=6.8
Sn -1.00703 0.10696 1.97101 0.2 -0.5 -0.1 1.1452
Cl 2.18181 1.39092 2.61478 0.1 0.1 0.0 0.5421
C 1.54065 2.99216 3.03583 0.0 0.0 0.0 -0.9818
Cl 0.16337 2.86621 4.13401 0.0 0.0 0.0 0.5463
H 1.19743 3.46451 2.12187 0.0 0.0 0.0 -0.0017
H 2.32335 3.55145 3.53428 0.0 0.0 0.0 0.0291
Cl -8.16987 -1.57270 0.60362 0.0 0.0 0.0 0.6564
C -6.43393 -1.50438 0.65242 0.0 0.0 0.0 -0.6809
C -5.79886 -0.32979 1.00471 0.0 0.0 0.0 -0.1287
C -4.42004 -0.30804 1.04159 0.1 0.0 0.0 -0.5422
Cl -3.62959 1.20665 1.37264 -0.1 0.2 0.0 0.7135
C -3.58860 -1.42042 0.78946 0.0 0.0 -0.2 -0.4803
O -2.28752 -1.39144 0.86004 0.1 0.1 0.2 -0.3197
C -4.31074 -2.55910 0.36556 0.1 0.1 0.0 -0.5638
Cl -3.42270 -3.95063 -0.17961 0.2 -0.1 0.1 0.7238
C -5.68993 -2.61769 0.31033 0.0 0.0 0.0 -0.1422
H -6.36675 0.55963 1.23509 0.0 0.0 0.0 0.1090
H -6.17741 -3.52732 -0.00993 0.0 0.0 0.0 0.1037
O -0.26538 0.15392 -0.60942 0.1 0.0 0.0 -0.4457
P 0.37094 -0.87197 -1.48413 0.0 -0.1 0.0 0.7495
C 0.41388 -2.53756 -0.73777 0.0 0.1 0.2 -0.2680
P 1.35641 -2.68357 0.81972 0.1 0.0 -0.1 0.7402
O 1.01108 -1.56657 1.74816 -0.1 0.0 0.1 -0.4614
C 0.99883 -4.33852 1.43081 -0.1 0.1 0.0 -0.2654
C -0.33873 -4.68861 1.59383 -0.1 -0.1 0.0 -0.1106
C -0.67407 -5.94904 2.06038 0.0 0.0 0.0 -0.0721
C 0.32375 -6.85126 2.40231 0.0 0.0 0.0 -0.0697
C 1.65755 -6.49288 2.28000 0.0 0.0 0.0 -0.0696
C 1.99678 -5.24063 1.79105 0.0 0.0 0.0 -0.0667
C 3.10794 -2.70950 0.40409 0.0 0.0 -0.1 -0.2949
C 3.63651 -3.64968 -0.48023 0.0 0.0 0.0 -0.1045
C 4.99696 -3.67742 -0.73192 0.0 0.0 0.0 -0.0775
C 5.83454 -2.76279 -0.10406 0.0 0.0 0.0 -0.0754
C 5.31154 -1.82154 0.76855 0.0 0.0 0.0 -0.0632
C 3.94733 -1.79395 1.02625 0.0 0.0 0.0 -0.0575
C 2.05151 -0.38589 -1.89806 0.0 0.0 0.0 -0.2735
C 2.53305 0.75961 -1.27100 0.1 -0.2 0.1 -0.0864
C 3.82284 1.20013 -1.52894 0.0 0.0 0.0 -0.0555
C 4.63149 0.49222 -2.40446 0.0 0.0 0.0 -0.0687
C 4.15921 -0.66101 -3.01978 0.0 0.0 0.0 -0.0705
C 2.87121 -1.10182 -2.76766 0.0 0.0 0.0 -0.0915
C -0.54655 -1.10550 -3.01743 0.0 -0.1 0.0 -0.2657
C -1.83184 -1.64031 -2.90189 0.0 0.0 0.0 -0.0611
C -2.62799 -1.78059 -4.02568 0.0 0.0 0.0 -0.0593
C -2.14962 -1.38305 -5.26811 0.0 0.0 0.0 -0.0724
C -0.88044 -0.83643 -5.38526 0.0 0.0 0.0 -0.0851
C -0.07788 -0.69425 -4.26135 0.0 0.0 0.0 -0.0892
H 0.73804 -3.28569 -1.46351 0.0 0.0 0.0 0.0861
H -0.62900 -2.73608 -0.45908 0.0 -0.1 -0.1 0.0351
H -1.11720 -3.96992 1.37191 -0.1 0.0 0.0 0.0614
H -1.71498 -6.22319 2.16295 0.0 0.0 0.0 0.1075
H 0.05999 -7.83193 2.77620 0.0 0.0 0.0 0.1068
H 2.43568 -7.18902 2.56333 0.0 0.0 0.0 0.1063
H 3.03932 -4.96688 1.69968 0.0 0.0 0.0 0.1031
H 2.98568 -4.37192 -0.96094 0.0 0.0 0.0 0.1138
H 5.40664 -4.41304 -1.41146 0.0 0.0 0.0 0.1062
H 6.89887 -2.78636 -0.29802 0.0 0.0 0.0 0.1054
H 5.96439 -1.10892 1.25480 0.0 0.0 0.0 0.1091
H 3.52371 -1.07239 1.71356 0.0 0.0 0.0 0.0812
H 1.89187 1.27506 -0.56619 0.2 -0.2 0.1 0.0748
H 4.19819 2.08786 -1.03717 0.0 0.0 0.0 0.1115
H 5.64023 0.83075 -2.60191 0.0 0.0 0.0 0.1071
H 4.79806 -1.21690 -3.69298 0.0 0.0 0.0 0.1083
H 2.50429 -2.00170 -3.24872 0.0 0.0 0.0 0.1159
H -2.21473 -1.92481 -1.92800 0.0 0.0 0.0 0.0787
H -3.62335 -2.19400 -3.93117 0.0 0.0 0.0 0.1104
H -2.77156 -1.49505 -6.14667 0.0 0.0 0.0 0.1064
H -0.51343 -0.51717 -6.35195 0.0 0.0 0.0 0.1079
H 0.90558 -0.25107 -4.35349 0.0 0.0 0.0 0.1044
O -0.68147 2.59660 0.79238 0.0 0.1 0.2 -0.6604
S -1.14852 2.84424 -0.60882 -0.2 0.0 -0.2 0.9276
C 0.33285 3.32583 -1.52955 -0.1 -0.1 0.0 -0.2603
C 0.02919 3.57605 -2.97869 0.0 0.0 0.0 -0.2656
C 0.45933 4.74241 -3.60163 0.0 0.0 0.0 -0.0500
C 0.17830 4.97185 -4.94099 0.0 0.0 0.0 -0.0773
C -0.54216 4.03792 -5.67081 0.0 0.0 0.0 -0.0847
C -0.97086 2.86845 -5.05782 0.0 0.0 0.0 -0.0717
C -0.68464 2.63640 -3.72161 0.0 0.0 0.0 -0.0470
C -1.99516 4.46653 -0.56581 0.1 -0.1 0.0 -0.2529
C -1.20125 5.50070 0.16137 0.0 0.1 0.0 -0.2823
C -1.05715 5.43400 1.54533 0.0 0.0 0.0 -0.0503
C -0.25971 6.35235 2.21105 0.0 0.0 0.0 -0.0747
C 0.39678 7.35044 1.50375 0.0 0.0 0.0 -0.0857
C 0.24816 7.43173 0.12620 0.0 0.0 0.0 -0.0801
C -0.54390 6.50840 -0.54012 0.0 0.0 0.0 -0.0589
H 0.99413 2.46669 -1.40010 -0.3 0.3 -0.1 0.0510
H 0.76676 4.19020 -1.02392 0.1 0.0 0.0 0.1016
H 1.02385 5.47255 -3.03413 0.0 0.0 0.0 0.1095
H 0.52160 5.88253 -5.41382 0.0 0.0 0.0 0.1039
H -0.76700 4.22000 -6.71321 0.0 0.0 0.0 0.1023
H -1.52833 2.13194 -5.62203 0.0 0.0 0.0 0.0994
H -1.01483 1.71707 -3.25132 0.0 0.0 0.0 0.0965
H -2.93969 4.23391 -0.07225 0.0 0.0 0.0 0.0928
H -2.19224 4.73401 -1.60534 0.0 0.0 0.0 0.1003
H -1.55889 4.65240 2.10112 0.0 0.0 0.0 0.1052
H -0.14963 6.28346 3.28532 0.0 0.0 0.0 0.1047
H 1.01594 8.06805 2.02563 0.0 0.0 0.0 0.1017
H 0.74578 8.21563 -0.42966 0.0 0.0 0.0 0.1023
H -0.66735 6.57550 -1.61506 0.0 0.0 0.0 0.1054
C -2.60170 -3.53313 4.98590 0.0 0.0 0.0 -0.3750
S -0.86272 -3.10171 4.69891 0.0 -0.1 -0.1 0.8021
C -0.74619 -1.66336 5.69001 0.1 0.0 0.0 -1.0210
C -1.40665 -0.50716 5.48545 0.1 0.1 -0.1 -1.1396
S -2.51579 -0.11751 4.20658 -0.3 0.0 0.0 0.4166
S -1.10359 0.72808 6.69058 0.0 0.0 0.0 0.8623
C 0.03451 -0.13357 7.66830 -0.1 0.0 0.0 -1.5162
S 0.76439 0.49636 8.99759 0.0 0.0 0.0 0.5057
S 0.28632 -1.74443 7.09972 0.0 0.0 0.0 0.8980
H -2.69628 -4.60084 4.81086 0.0 -0.1 -0.1 0.0244
H -3.25058 -2.97292 4.31537 0.0 0.0 0.0 0.0090
H -2.86241 -3.31378 6.01843 0.0 0.0 0.0 0.0472